1.
12
Properties=species:S:1:pos:R:3:forces:R:3 method="wB97M-V/def2-TZVPD" lumo_energy_ev="-0.58 / -0.57" e_homo_ev="-8.3 / -8.3"
C 1.56768 1.91804 2.36466 0.70 0.71 2.14
C 0.55991 0.87164 2.49633 -1.79 -0.87 -2.64
C 0.46180 0.33473 0.24633 1.31 0.46 3.43
C -0.66268 0.87953 -0.52074 -0.05 1.81 -0.41
O 1.91766 2.72441 3.22947 -1.20 -0.31 -0.78
O 1.16374 -0.69015 -0.13665 -0.28 1.78 1.73
F -0.79119 1.13610 2.40716 1.22 0.46 0.91
H 2.30626 1.63118 1.65170 0.74 -0.30 -1.24
H -1.40201 1.21001 0.30627 1.12 -0.08 -1.73
H -1.06582 0.04914 -1.05264 -0.84 -0.61 -0.84
H -0.38586 1.73636 -1.33305 -0.55 -1.89 2.28
H 1.01612 -0.80136 -1.04471 -0.38 -1.16 -2.84


2.
85
Properties=species:S:1:pos:R:3:forces:R:3 method="wB97M-V/def2-TZVPD" lumo_energy_ev="-5.66 / -8.59" charge=+2 spin_multiplicity=3 e_homo_ev="-11.2 / -12.4"
Au -0.13966 -0.95796 1.29355 -0.20 0.15 0.44
C 1.17713 -0.38474 5.09278 -0.25 1.64 -0.31
As 1.25544 -1.27479 3.42046 0.16 -0.57 -1.16
C 3.04800 -0.69286 2.93021 -0.76 0.31 -0.37
C 1.49157 -3.21367 3.54864 -0.54 1.10 -0.18
C 2.31425 -3.70787 4.50494 1.10 0.91 1.48
C 2.76450 -5.00031 4.53504 0.08 -0.68 0.17
C 2.29229 -5.88161 3.61105 -0.08 -0.56 -2.51
C 1.44694 -5.40157 2.57799 0.20 -0.44 1.34
C 1.03205 -4.08291 2.58399 -0.34 -0.34 -0.86
As -0.06411 -3.52190 1.10825 0.04 -0.50 -1.68
C -1.75172 -4.51761 1.28268 1.39 -1.27 1.64
C 0.83964 -4.19913 -0.57227 -0.01 -0.43 0.95
H 1.95465 -0.67007 5.76563 0.57 -0.55 0.36
H 0.22800 -0.40775 5.58015 -0.62 -0.16 0.28
H 1.39432 0.67920 4.81803 -0.27 -0.77 0.22
H 3.69429 -1.02163 3.72441 0.41 -0.02 0.35
H 3.03637 0.43774 2.87585 0.24 -1.44 -0.41
H 3.27883 -1.28515 2.03034 0.27 0.88 0.08
H 2.72659 -3.03352 5.23849 0.04 0.18 0.24
H 3.51358 -5.32660 5.22636 0.16 0.04 0.48
H 2.72783 -6.87824 3.45493 -0.44 0.34 0.56
H 1.08678 -6.08435 1.83338 0.01 -0.25 -0.32
H -1.53054 -5.61328 1.22131 0.16 0.85 -0.05
H -2.56872 -4.34163 0.63744 -0.58 0.79 -0.85
H -2.02029 -4.34364 2.33396 -0.24 0.04 -0.34
H 0.16946 -4.07485 -1.38038 -1.01 0.51 -0.79
H 1.06001 -5.28270 -0.60991 -0.04 0.48 0.76
H 1.73148 -3.64001 -0.81695 0.23 0.21 0.31
C -1.07418 1.85255 -0.54401 0.20 0.38 0.51
C 0.33017 2.48024 -0.52721 -0.17 -1.53 0.99
As 0.50362 4.35486 -0.92813 -0.84 1.55 -0.53
C -0.89900 5.26490 0.15498 -0.97 -0.13 0.08
C -1.92256 6.10427 -0.36181 -0.17 -0.23 -0.03
C -2.97455 6.52164 0.48478 0.93 -0.80 0.36
C -2.97375 6.22571 1.86935 0.42 0.79 -0.81
C -1.87260 5.55285 2.37851 -0.57 -0.11 0.01
C -0.93085 5.00852 1.53027 1.16 -0.41 -0.50
C -0.50671 4.30670 -2.62138 -0.08 -0.20 1.46
C -1.87794 4.07737 -2.82734 0.03 -0.03 -0.55
C -2.45938 4.17336 -4.08026 2.21 0.07 -0.65
C -1.62089 4.47105 -5.21114 -0.28 -0.05 1.91
C -0.27658 4.73313 -4.96868 -0.25 -0.25 0.87
C 0.28526 4.62274 -3.66590 -1.23 0.42 -2.73
P -1.20008 0.00162 -0.64343 1.26 0.63 0.66
C -0.11274 -0.47418 -2.00384 -0.43 0.23 -1.01
C -0.59865 -0.51083 -3.29596 -2.92 0.57 0.12
C 0.21167 -0.84030 -4.35294 -0.60 0.15 -0.75
C 1.54525 -1.10628 -4.13365 0.05 0.14 -2.27
C 2.06962 -1.00711 -2.87651 2.18 -1.02 -0.35
C 1.25083 -0.67369 -1.86196 -0.82 0.25 4.33
C -2.91268 -0.47630 -0.84460 -0.49 0.16 -1.19
C -3.94355 0.48961 -0.76853 2.11 0.56 0.67
C -5.23682 0.12183 -0.93864 -2.25 0.68 1.37
C -5.50524 -1.22355 -1.07287 -3.05 0.45 0.14
C -4.53971 -2.12402 -1.36875 0.37 -0.88 -0.03
C -3.22210 -1.78479 -1.27159 1.03 1.55 0.59
H -1.45665 2.32553 -1.44201 -0.88 -0.69 -0.21
H -1.66344 2.18189 0.33713 0.26 -0.06 -0.51
H 0.98673 1.99682 -1.24668 -0.03 0.04 -0.38
H 0.84086 2.32278 0.41077 0.13 -0.13 0.63
H -1.97355 6.41212 -1.43813 0.19 -0.47 1.15
H -3.78875 7.02920 0.01710 -0.42 0.48 0.00
H -3.72594 6.62212 2.56385 0.20 -0.24 -0.56
H -1.77631 5.42609 3.44032 -0.01 -0.20 0.31
H -0.13114 4.36517 1.93078 -0.35 0.39 0.08
H -2.51792 3.77904 -2.02463 -0.30 0.26 0.55
H -3.50194 3.99052 -4.15550 -0.73 -0.10 -0.38
H -2.06316 4.50610 -6.18524 0.01 0.19 -0.42
H 0.39999 5.08858 -5.71239 0.10 -0.06 -0.80
H 1.30757 4.86302 -3.57574 1.05 0.18 0.32
H -1.70210 -0.24038 -3.43615 1.64 -0.58 -0.14
H -0.23040 -0.86806 -5.35093 0.33 -0.02 0.25
H 2.14527 -1.29132 -5.04440 -0.09 -0.18 0.92
H 3.11706 -1.32202 -2.72271 -0.60 0.63 0.09
H 1.54694 -0.57656 -0.76846 0.50 -0.31 -1.47
H -3.68761 1.49805 -0.43479 -0.17 -0.20 -0.39
H -6.09451 0.83431 -0.71378 1.36 -0.90 -0.55
H -6.56494 -1.57672 -0.91357 1.25 0.43 -0.63
H -4.87617 -3.08647 -1.63628 0.05 -1.18 -0.20
H -2.38027 -2.41872 -1.47155 0.00 -0.68 -0.19
I 8.68492 -4.89262 1.64357 1.11 0.18 -0.01
C 10.75165 -4.58392 1.68280 0.86 0.25 -0.44
H 11.43476 -5.10635 0.96913 -1.15 0.26 0.66
H 11.19423 -3.69666 2.17834 -0.84 -0.68 -0.21


3.
17
Properties=species:S:1:pos:R:3:forces:R:3 method="wB97M-V/def2-TZVPD" smiles=C[C@H](O)CCN lumo_energy_ev=0.93 e_homo_ev=-9.3
C -1.38212 1.68759 -0.35044 -0.46 -0.17 -0.81
C -0.85742 0.30670 -0.06018 0.77 -0.42 0.36
O -1.62035 -0.20644 1.02325 -0.46 -0.01 0.32
C 0.62637 0.33847 0.34067 -0.30 0.89 -0.03
C 1.25506 -1.02792 0.52465 0.19 -0.22 -0.37
N 1.52652 -1.76722 -0.71458 0.00 -0.04 0.33
H -1.25104 2.34993 0.50625 -0.11 -0.06 -0.06
H -2.43518 1.63063 -0.66444 0.20 0.09 0.46
H -0.86546 2.08835 -1.21907 0.27 0.23 0.04
H -0.95398 -0.36147 -0.92429 -0.24 0.19 -0.16
H -1.65784 -1.16530 1.01920 0.15 -0.01 -0.13
H 1.18233 0.93889 -0.39385 0.01 -0.33 -0.10
H 0.67102 0.95260 1.24917 0.04 -0.32 0.16
H 2.20364 -0.94753 1.04792 0.10 0.10 0.13
H 0.62720 -1.65925 1.15056 -0.13 0.00 0.14
H 0.69408 -1.86351 -1.27917 0.03 0.04 -0.12
H 2.23718 -1.29452 -1.25565 -0.07 0.03 -0.14


4.
14
Properties=species:S:1:pos:R:3:forces:R:3 method="wB97M-V/def2-TZVPD" smiles="C#C[C@H](C)C(N)=O" lumo_energy_ev=0.82 e_homo_ev=-9.6
C -0.46524 2.49452 0.33128 0.00 -0.39 0.11
C -0.12687 1.37083 0.60311 -0.33 0.65 0.16
C 0.40781 0.05628 0.23066 -0.08 0.17 -0.09
C 0.80878 0.46541 -1.25259 0.08 -0.62 -0.26
C -0.70412 -1.05758 0.37184 -0.35 0.21 -0.37
N -0.44928 -2.18960 1.12658 0.06 0.28 -0.03
O -1.77556 -0.93544 -0.18681 0.58 0.02 0.00
H -0.63058 3.36139 -0.27127 -0.24 0.24 0.66
H 1.28441 -0.27251 0.80427 -0.14 0.37 -0.07
H 1.74373 -0.00342 -1.54431 -0.13 -0.49 -0.28
H 0.95323 1.54859 -1.42364 0.03 -0.74 0.73
H -0.03204 0.21785 -1.90006 0.17 -0.39 -0.11
H -1.24232 -2.81659 1.23778 0.23 0.39 -0.14
H 0.22804 -2.23974 1.87315 0.10 0.29 -0.32


One value per record, in order, for maximum force: 3.700; 4.419; 0.950; 1.040 eV/A.
One value per record, in order, for ΔE to the lowest compared entry with this formula, charge and spin: 688.1; 227.9; 71.4; 248.2 kJ/mol.